Record 1
A cluster of 9 separate species, C36H54O18 in total in a non-equilibrium geometry, computed with wB97M-V/def2-TZVPD.

Positions of all 108 atoms, in Å:
O  -3.2504  18.4414  -13.0451
C  -4.3852  18.4143  -13.4238
C  -5.4550  17.3683  -13.1468
C  -6.4151  17.6324  -14.2839
C  -6.3201  19.1337  -14.3999
O  -4.9265  19.4187  -14.1358
H  -5.0140  16.3743  -13.0862
H  -5.8930  17.5160  -12.1531
H  -6.0643  17.0358  -15.1308
H  -7.4596  17.3169  -14.2058
H  -6.6550  19.4907  -15.3681
H  -6.8384  19.6393  -13.5845
O  1.1679  18.6951  -7.3138
C  1.6237  19.6507  -7.8621
C  0.8530  20.8578  -8.3765
C  1.9702  21.8247  -8.9025
C  3.2436  21.1826  -8.3383
O  2.9303  19.7992  -8.1419
H  0.3247  20.6035  -9.2963
H  0.2080  21.2815  -7.6155
H  2.0037  21.9016  -9.9848
H  1.7642  22.8007  -8.4658
H  4.1360  21.2544  -8.9525
H  3.4992  21.6681  -7.3908
O  -7.5122  13.3350  -6.7999
C  -6.9064  13.2639  -7.8222
C  -6.3970  12.0024  -8.5160
C  -5.4774  12.5493  -9.6033
C  -5.8315  14.0439  -9.6848
O  -6.4100  14.3733  -8.4191
H  -5.9324  11.4184  -7.7260
H  -7.3154  11.5036  -8.8321
H  -4.4452  12.4253  -9.2871
H  -5.6567  12.0709  -10.5652
H  -4.9114  14.6216  -9.7441
H  -6.4793  14.3018  -10.5194
O  -0.2458  22.8266  -13.5989
C  -0.8238  22.8561  -12.5552
C  -2.1376  22.1686  -12.2005
C  -2.2743  22.3725  -10.7012
C  -1.2010  23.4261  -10.3299
O  -0.3153  23.4812  -11.4612
H  -2.9590  22.6053  -12.7664
H  -2.0683  21.1162  -12.4710
H  -3.2288  22.7445  -10.3103
H  -2.2026  21.4578  -10.1111
H  -1.6032  24.4223  -10.1802
H  -0.6133  23.0293  -9.5049
O  -3.9641  21.1325  -3.3675
C  -3.9479  21.2600  -4.5571
C  -4.9944  20.8683  -5.5816
C  -4.6653  21.7331  -6.7808
C  -3.2096  22.1517  -6.5577
O  -2.9180  21.8725  -5.1787
H  -4.6825  19.8391  -5.7758
H  -5.9955  20.9164  -5.1713
H  -4.7294  21.1067  -7.6823
H  -5.3608  22.5210  -7.0669
H  -2.4772  21.6894  -7.2102
H  -3.1742  23.2426  -6.6239
O  -3.8179  13.2568  -4.9971
C  -4.6032  14.1395  -5.1325
C  -5.8567  14.3958  -4.3226
C  -6.0060  15.9290  -4.4943
C  -5.4174  16.1619  -5.8830
O  -4.3806  15.1767  -5.9996
H  -6.7886  13.9541  -4.6588
H  -5.6549  14.1215  -3.2909
H  -7.0606  16.1954  -4.4427
H  -5.4523  16.3590  -3.6618
H  -6.0988  15.9558  -6.7064
H  -5.1596  17.2202  -5.9693
O  -2.3842  11.2914  -6.4263
C  -1.9354  11.7552  -7.4176
C  -1.0495  12.9869  -7.5870
C  -1.0804  13.2564  -9.0784
C  -1.4154  11.8701  -9.6522
O  -2.2072  11.2138  -8.6587
H  -1.4445  13.8009  -6.9859
H  -0.0564  12.7265  -7.2172
H  -1.8296  13.9772  -9.4088
H  -0.1701  13.5492  -9.6093
H  -1.9312  11.8818  -10.6128
H  -0.5060  11.2817  -9.8253
O  -2.6867  18.9824  -6.5307
C  -2.6126  18.5495  -7.6447
C  -1.9304  17.3089  -8.1580
C  -2.2165  17.3495  -9.6529
C  -2.4298  18.8282  -9.9062
O  -2.9859  19.3342  -8.6884
H  -0.8645  17.3519  -7.9232
H  -2.3039  16.4143  -7.6585
H  -1.3747  16.9729  -10.2387
H  -3.0414  16.7036  -9.9495
H  -1.4982  19.3490  -10.1462
H  -3.0907  19.0564  -10.7389
O  -1.6003  18.2428  -0.2090
C  -1.9473  18.2299  -1.3496
C  -3.1415  17.5454  -1.9862
C  -2.6088  17.1409  -3.3661
C  -1.6510  18.3047  -3.6387
O  -1.1395  18.6921  -2.3387
H  -3.4085  16.7176  -1.3250
H  -4.0633  18.1246  -2.0615
H  -2.2394  16.1162  -3.3747
H  -3.4051  17.1629  -4.1118
H  -0.8677  18.1159  -4.3673
H  -2.1903  19.2000  -3.9537

Computed properties:
multiplicity	1
orbital gap	9.38	eV
LUMO level	-0.18	eV
DFT total energy	-75063.7863	eV
net charge	0

Atomic partial charges in e from the Mulliken method, atoms 1 to 99:
1. O -0.571
2. C 0.596
3. C -0.375
4. C -0.606
5. C -0.408
6. O -0.342
7. H 0.319
8. H 0.175
9. H 0.276
10. H 0.357
11. H 0.321
12. H 0.266
13. O -0.509
14. C 0.362
15. C 0.472
16. C -0.514
17. C -0.516
18. O -0.408
19. H -0.286
20. H 0.220
21. H 0.234
22. H 0.335
23. H 0.352
24. H 0.223
25. O -0.628
26. C 0.566
27. C -0.668
28. C 0.155
29. C 0.061
30. O -0.263
31. H 0.371
32. H 0.278
33. H -0.484
34. H 0.492
35. H -0.145
36. H 0.244
37. O -0.571
38. C 0.492
39. C -0.329
40. C 0.728
41. C -0.278
42. O -0.405
43. H 0.287
44. H 0.078
45. H 0.443
46. H -0.834
47. H 0.309
48. H 0.141
49. O -0.611
50. C 0.411
51. C 0.407
52. C -0.461
53. C 0.265
54. O -0.408
55. H -0.627
56. H 0.523
57. H -0.022
58. H 0.380
59. H -0.330
60. H 0.473
61. O -0.595
62. C 0.391
63. C -0.705
64. C -0.300
65. C 0.241
66. O 0.072
67. H 0.194
68. H 0.420
69. H 0.441
70. H -0.042
71. H 0.429
72. H -0.446
73. O -0.532
74. C 0.501
75. C -0.176
76. C 0.006
77. C -0.672
78. O -0.405
79. H -0.043
80. H 0.376
81. H -0.169
82. H 0.454
83. H 0.373
84. H 0.345
85. O -0.315
86. C 0.307
87. C 0.467
88. C -0.078
89. C -0.195
90. O -0.387
91. H 0.139
92. H -0.288
93. H 0.418
94. H -0.201
95. H -0.125
96. H 0.194
97. O -0.600
98. C 0.397
99. C -0.626

=====

Record 2
A cluster of 3 separate species, C36H55BrClN5O8PS in total, computed with wB97M-V/def2-TZVPD.

Positions of all 108 atoms, in Å:
C  -5.0590  6.2666  -6.2585
C  -5.0735  5.1054  -7.2632
C  -5.1189  3.6939  -6.6390
C  -5.6245  3.5989  -5.1994
C  -5.9371  2.1462  -4.8215
C  -5.7604  1.8524  -3.3294
C  -5.9159  0.3660  -3.0177
C  -4.6526  -0.4581  -3.3617
C  -4.0323  -1.2109  -2.1699
C  -3.8173  -2.7278  -2.4153
C  -2.5291  -3.2531  -1.7973
C  -2.4901  -3.0478  -0.2766
C  -1.8394  -4.1927  0.4721
N  -0.3695  -4.3700  0.2346
C  -0.0537  -5.6184  0.7683
N  0.1409  -6.6467  0.0038
N  0.0463  -6.4773  -1.3841
P  0.5004  -8.2885  0.7508
N  2.1165  -8.2949  0.2826
O  -0.2181  -9.1052  -0.4560
N  0.0480  -5.7694  2.1526
C  1.0004  -4.8201  2.7421
Cl  2.6153  -5.4090  2.2844
C  0.7495  -3.3187  2.3347
C  2.0626  -2.5538  2.6988
C  1.9668  -1.0386  2.9737
C  2.6871  -0.1286  1.9517
C  3.8344  0.6445  2.5870
O  3.3792  1.6765  3.4693
C  2.7852  2.7309  2.8594
O  3.4003  3.5887  2.3059
C  -0.4373  -2.8785  3.2430
C  -1.6247  -2.0250  2.8283
O  -2.7252  -2.4701  2.8361
Br  -1.4696  -0.1235  2.4903
C  0.5968  -3.3917  0.7926
S  0.5288  -1.7749  -0.0327
H  -4.8470  7.1931  -6.7905
H  -4.2695  6.1343  -5.5211
H  -6.0222  6.3793  -5.7680
H  -5.9380  5.2395  -7.9114
H  -4.1721  5.2141  -7.8642
H  -4.1289  3.2406  -6.7012
H  -5.7887  3.0830  -7.2478
H  -6.5404  4.1809  -5.0978
H  -4.8735  4.0097  -4.5248
H  -6.9750  1.9313  -5.0800
H  -5.2999  1.4740  -5.4019
H  -4.7706  2.1951  -3.0217
H  -6.5165  2.4284  -2.7924
H  -6.7581  -0.0350  -3.5833
H  -6.1623  0.2432  -1.9626
H  -3.8968  0.2330  -3.7369
H  -4.8809  -1.1581  -4.1628
H  -3.0551  -0.7928  -1.9205
H  -4.6668  -1.1057  -1.2909
H  -3.8139  -2.9204  -3.4881
H  -4.6630  -3.2789  -1.9998
H  -1.6633  -2.8263  -2.3061
H  -2.4836  -4.3310  -1.9834
H  -3.5249  -3.0394  0.0756
H  -2.0802  -2.0825  -0.0013
H  -2.0860  -4.1783  1.5350
H  -2.3069  -5.1045  0.0873
H  -0.4594  -7.2641  -1.7707
H  0.9716  -6.3908  -1.7840
H  2.2937  -8.3569  -0.7174
H  2.6262  -9.0407  0.7443
H  0.4036  -9.6492  -0.9547
H  -0.8562  -5.7599  2.6103
H  0.8974  -4.9145  3.8195
H  2.7933  -2.7043  1.9092
H  2.4265  -3.0169  3.6149
H  2.4646  -0.8585  3.9274
H  0.9544  -0.6909  3.1179
H  3.1149  -0.7046  1.1318
H  1.9621  0.5650  1.5247
H  4.3867  -0.0405  3.2305
H  4.5415  1.0280  1.8512
H  1.6957  2.7510  2.9572
H  -0.9246  -3.7724  3.6325
H  -0.0079  -2.3932  4.1221
H  1.5718  -3.7624  0.4753
H  0.0144  -2.1983  -1.1911
C  5.1155  3.1780  5.8405
C  5.9152  4.2402  5.7869
C  6.0429  5.1650  6.9433
O  6.7672  6.1331  6.8990
C  5.2448  4.8560  8.1592
C  4.4458  3.7940  8.2102
C  4.3196  2.8714  7.0546
O  3.5919  1.9006  7.1005
H  5.0028  2.4922  5.0127
H  6.5040  4.4837  4.9110
H  5.3546  5.5428  8.9886
H  3.8555  3.5504  9.0844
C  5.9715  5.5672  -2.3977
C  6.9099  5.5316  -1.4558
C  6.5548  5.3579  -0.0235
O  7.4088  5.3177  0.8355
C  5.1155  5.2291  0.3173
C  4.1791  5.2641  -0.6259
C  4.5311  5.4329  -2.0574
O  3.6782  5.4566  -2.9183
H  6.2042  5.6918  -3.4476
H  7.9649  5.6245  -1.6801
H  4.8804  5.1036  1.3624
H  3.1248  5.1701  -0.3982

Computed properties:
multiplicity	1
orbital gap	7.46	eV
LUMO level	-3.79	eV
DFT total energy	-164733.9488	eV
net charge	+1

Atomic partial charges in e from the Mulliken method, atoms 1 to 99:
1. C -1.177
2. C -0.409
3. C -0.668
4. C -0.468
5. C -0.707
6. C -0.782
7. C -0.928
8. C -0.715
9. C -0.262
10. C -1.179
11. C -0.653
12. C -0.309
13. C -1.087
14. N 0.677
15. C -0.741
16. N 0.658
17. N -0.607
18. P 0.244
19. N -0.516
20. O -0.528
21. N -0.156
22. C -0.585
23. Cl -0.140
24. C 2.000
25. C -2.081
26. C -0.310
27. C -0.809
28. C -1.111
29. O -0.127
30. C -0.028
31. O -0.419
32. C -1.198
33. C -0.067
34. O -0.477
35. Br -0.092
36. C -1.237
37. S -0.080
38. H 0.392
39. H 0.282
40. H 0.294
41. H 0.273
42. H 0.313
43. H 0.345
44. H 0.269
45. H 0.282
46. H 0.329
47. H 0.303
48. H 0.423
49. H 0.394
50. H 0.365
51. H 0.373
52. H 0.478
53. H 0.341
54. H 0.356
55. H 0.205
56. H 0.332
57. H 0.518
58. H 0.271
59. H 0.288
60. H 0.304
61. H 0.503
62. H 0.153
63. H 0.325
64. H 0.718
65. H 0.274
66. H 0.246
67. H 0.277
68. H 0.263
69. H 0.328
70. H 0.355
71. H 0.822
72. H 0.535
73. H 0.511
74. H 0.634
75. H -0.099
76. H 0.492
77. H 0.411
78. H 0.410
79. H 0.383
80. H 0.444
81. H 0.692
82. H 0.768
83. H 0.906
84. H 0.004
85. C -0.146
86. C -0.464
87. C 0.332
88. O -0.530
89. C -0.373
90. C -0.400
91. C 0.388
92. O -0.556
93. H 0.381
94. H 0.512
95. H 0.412
96. H 0.412
97. C -0.385
98. C -0.355
99. C 0.346

=====

- What is the formula in the first record?
  C36H54O18